{
  "formula": "C12H36O8",
  "method": "ωB97M-V/def2-TZVPD",
  "elements": ["O", "O", "O", "O", "O", "O", "O", "O", "C", "C", "C", "C", "C", "C", "C", "C", "C", "C", "C", "C", "H", "H", "H", "H", "H", "H", "H", "H", "H", "H", "H", "H", "H", "H", "H", "H", "H", "H", "H", "H", "H", "H", "H", "H", "H", "H", "H", "H", "H", "H", "H", "H", "H", "H", "H", "H"],
  "coordinates": [[-17.945, 7.260, 10.212], [-15.281, -1.308, 7.455], [-19.859, 5.843, 6.451], [-18.787, 3.635, 7.564], [-18.275, 0.861, 9.950], [-16.601, 4.233, 13.450], [-15.684, 7.251, 7.812], [-19.165, 0.878, 7.376], [-19.952, -0.426, 5.482], [-17.376, 4.599, 12.274], [-20.174, 5.327, 5.224], [-21.409, -0.048, 7.608], [-19.165, 7.811, 9.828], [-15.629, 5.921, 5.793], [-17.121, 7.976, 6.022], [-17.148, 0.843, 10.802], [-16.061, 7.104, 6.644], [-20.084, 0.214, 6.867], [-15.897, -0.093, 6.895], [-17.470, 3.838, 8.101], [-16.461, 0.346, 7.718], [-18.926, 8.709, 9.259], [-21.591, 0.738, 8.340], [-15.716, -1.650, 8.239], [-16.389, 5.151, 5.925], [-16.592, -0.563, 6.198], [-19.701, 7.134, 9.163], [-17.956, 5.509, 12.425], [-17.896, 8.394, 6.664], [-20.828, 6.070, 4.769], [-17.967, 3.706, 12.073], [-16.900, -0.217, 10.859], [-16.641, 3.304, 7.638], [-19.731, -1.474, 5.685], [-19.101, -0.081, 4.894], [-15.213, 0.614, 6.426], [-17.386, 7.446, 5.107], [-22.248, -0.006, 6.913], [-19.319, 5.181, 4.564], [-17.135, 4.875, 8.129], [-21.382, -1.039, 8.061], [-17.241, 4.113, 14.156], [-16.725, 4.733, 11.410], [-17.403, 1.306, 11.755], [-19.444, 5.139, 6.954], [-16.311, 1.450, 10.458], [-17.414, 7.105, 9.427], [-19.890, 8.097, 10.590], [-18.059, 0.876, 9.015], [-18.944, 2.696, 7.442], [-14.692, 5.600, 6.247], [-17.339, 3.253, 9.011], [-16.516, 8.783, 5.608], [-20.849, -0.396, 4.864], [-20.715, 4.383, 5.283], [-15.430, 6.174, 4.752]],
  "e_tot_ev": -29403.76474,
  "fmax_ev_per_a": 2.9,
  "homo_lumo_gap_ev": 9.97,
  "relative_energy_kcal_mol": 45.5,
  "total_charge": 0,
  "smiles": "CC(C)=O.CC(C)=O.CO.CO.CO.CO.CO.CO"
}